Record 1
This record from the Open Molecules 2025 dataset describes an isolated ion of composition C3H3NO2P and charge -1. The level of theory is ωB97M-V with the def2-TZVPD basis set.

Output
E: -662.58986 hartree
Energy relative to the best compared isomer or geometry (same formula, charge and spin): 346.5 kJ/mol
Orbital gap: 7.5 eV

The geometry in ORCA input format:
```
! RIJCOSX wB97M-V def2-TZVPD def2/J DEFGRID3
* xyz -1 1
C -0.65 -1.08 -0.29
C -1.36 -0.27 0.49
C 0.60 -0.69 -0.93
N 1.84 1.97 0.88
O 1.28 2.23 -0.65
O -0.70 0.93 0.82
P 0.96 0.86 0.16
H -0.99 -1.98 -0.76
H -2.34 -0.49 0.82
H 1.35 -1.49 -0.54
*
```

***

Record 2
This record from the Open Molecules 2025 dataset describes C3H3NO2S in the gas phase. The level of theory is ωB97M-V with the def2-TZVPD basis set.

Output
E: -719.41636 hartree
Energy relative to the best compared isomer or geometry (same formula, charge and spin): 430.3 kJ/mol
Orbital gap: 8.8 eV

The geometry in ORCA input format:
```
! RIJCOSX wB97M-V def2-TZVPD def2/J DEFGRID3
* xyz 0 1
S -0.93 -1.28 -1.60
C -0.39 -0.33 -0.50
C 0.93 0.32 -0.53
N 1.49 1.13 0.24
O 0.97 1.32 1.40
C -0.02 0.38 1.73
O -0.99 -0.04 0.68
H 1.53 0.06 -1.55
H 0.56 -0.57 1.99
H -0.62 0.65 2.55
*
```

***

Record 3
This record from the Open Molecules 2025 dataset describes C3H3NO2S in the gas phase. The level of theory is ωB97M-V with the def2-TZVPD basis set.

Output
E: -719.23152 hartree
Energy relative to the best compared isomer or geometry (same formula, charge and spin): 915.6 kJ/mol
Orbital gap (alpha / beta): 6.6 / 8.6 eV

The geometry in ORCA input format:
```
! RIJCOSX wB97M-V def2-TZVPD def2/J DEFGRID3
* xyz 0 1
C -1.31 1.47 -0.17
C 0.93 0.73 -0.33
C -2.22 -0.93 0.19
N -2.00 0.35 -0.24
O -4.52 0.33 0.67
O 0.02 1.56 0.17
S -3.73 -0.18 -0.44
H 0.75 -0.30 -0.81
H 1.85 1.21 -0.21
H -1.96 -1.47 1.13
*
```

***

Record 4
This record from the Open Molecules 2025 dataset describes C3H3NO2S in the gas phase. The level of theory is ωB97M-V with the def2-TZVPD basis set.

Output
E: -719.38261 hartree
Energy relative to the best compared isomer or geometry (same formula, charge and spin): 518.9 kJ/mol
Orbital gap (alpha / beta): 7.8 / 7.8 eV

The geometry in ORCA input format:
```
! RIJCOSX wB97M-V def2-TZVPD def2/J DEFGRID3
* xyz 0 1
C 1.02 -0.47 -0.14
C -1.26 -1.39 0.11
C -0.05 0.63 -0.03
N -1.31 -0.08 0.17
O -1.78 -2.41 0.01
O 2.96 1.24 0.10
S 2.56 -0.20 0.06
H 0.26 1.11 0.87
H -0.16 1.28 -0.99
H -2.25 0.28 -0.16
*
```

***

Record 5
This record from the Open Molecules 2025 dataset describes C3H3NO2S in the gas phase. The level of theory is ωB97M-V with the def2-TZVPD basis set.

Output
E: -719.53699 hartree
Energy relative to the best compared isomer or geometry (same formula, charge and spin): 113.6 kJ/mol
Orbital gap: 9.7 eV

The geometry in ORCA input format:
```
! RIJCOSX wB97M-V def2-TZVPD def2/J DEFGRID3
* xyz 0 1
O -2.17 -0.29 -0.10
C -1.05 0.11 0.03
C 0.06 -0.85 0.17
C 1.42 -0.25 0.03
O 2.47 -0.76 -0.18
S 1.09 1.56 0.05
N -0.63 1.42 -0.02
H -0.04 -1.64 -0.60
H 0.06 -1.40 1.13
H -1.20 2.10 -0.50
*
```

***

Record 6
This record from the Open Molecules 2025 dataset describes C3H3NO2S in the gas phase. The level of theory is ωB97M-V with the def2-TZVPD basis set.

Output
E: -719.42097 hartree
Energy relative to the best compared isomer or geometry (same formula, charge and spin): 418.2 kJ/mol
Orbital gap: 9.7 eV

The geometry in ORCA input format:
```
! RIJCOSX wB97M-V def2-TZVPD def2/J DEFGRID3
* xyz 0 1
O 0.70 -1.75 0.45
C 0.46 -0.46 0.64
N 0.60 -0.02 1.90
O -0.01 1.28 1.67
C -0.41 1.52 0.37
C 0.01 0.47 -0.42
S -0.50 -0.38 -1.98
H 0.60 -1.63 -0.55
H -0.80 2.54 -0.06
H -1.86 -0.17 -1.53
*
```

***

Record 7
This record from the Open Molecules 2025 dataset describes C3H3NO2S as an isolated structure. The level of theory is ωB97M-V with the def2-TZVPD basis set.

Output
E: -719.46789 hartree
Energy relative to the best compared isomer or geometry (same formula, charge and spin): 295.0 kJ/mol
Orbital gap: 8.5 eV

The geometry in ORCA input format:
```
! RIJCOSX wB97M-V def2-TZVPD def2/J DEFGRID3
* xyz 0 1
C -1.40 -1.03 0.02
C 0.84 -0.91 0.21
C 0.61 0.53 -0.20
N -0.29 -1.66 0.07
O 1.87 -1.22 0.71
O 1.25 1.43 0.47
S -1.69 0.52 0.56
H -2.33 -1.63 -0.15
H 0.24 0.85 -1.18
H 1.76 1.08 1.36
*
```

***

Record 8
This record from the Open Molecules 2025 dataset describes C3H3NO2S2 in the gas phase. The level of theory is ωB97M-V with the def2-TZVPD basis set.

Output
E: -1117.58704 hartree
Energy relative to the best compared isomer or geometry (same formula, charge and spin): 365.1 kJ/mol
Orbital gap: 8.2 eV

The geometry in ORCA input format:
```
! RIJCOSX wB97M-V def2-TZVPD def2/J DEFGRID3
* xyz 0 1
O -0.28 1.22 -1.81
N -0.70 0.51 -0.74
O -0.24 -0.85 -0.97
C 0.37 -1.34 0.14
S 0.52 -2.94 0.16
C 0.40 -0.26 1.09
C -0.11 0.86 0.45
S -0.17 2.57 0.95
H -1.18 1.34 -2.26
H 0.70 -0.42 2.14
H -0.11 2.92 -0.35
*
```

***

Record 9
This record from the Open Molecules 2025 dataset describes C3H3NO3 in the gas phase. The level of theory is ωB97M-V with the def2-TZVPD basis set.

Output
E: -396.56586 hartree
Energy relative to the best compared isomer or geometry (same formula, charge and spin): 153.8 kJ/mol
Orbital gap: 9.8 eV

The geometry in ORCA input format:
```
! RIJCOSX wB97M-V def2-TZVPD def2/J DEFGRID3
* xyz 0 1
O 2.43 0.76 0.80
C 1.78 0.60 -0.18
N 0.34 0.58 -0.17
C -0.30 -0.52 0.34
O 0.27 -1.45 0.87
C -1.82 -0.52 0.15
O -2.47 -1.49 0.43
H 2.22 0.42 -1.17
H -0.15 1.20 -0.81
H -2.29 0.41 -0.25
*
```

***

Record 10
This record from the Open Molecules 2025 dataset describes C3H3NO3 in the gas phase. The level of theory is ωB97M-V with the def2-TZVPD basis set.

Output
E: -396.55208 hartree
Energy relative to the best compared isomer or geometry (same formula, charge and spin): 190.0 kJ/mol
Orbital gap: 10.6 eV

The geometry in ORCA input format:
```
! RIJCOSX wB97M-V def2-TZVPD def2/J DEFGRID3
* xyz 0 1
H 0.26 -1.87 -0.39
N 0.97 -1.21 -0.07
C 0.54 -0.04 0.08
C 1.52 1.08 0.34
O 1.78 1.69 -0.66
O -0.70 0.50 -0.27
C -1.82 -0.26 -0.15
O -1.85 -1.40 0.22
H 2.04 1.31 1.29
H -2.69 0.35 -0.44
*
```

***

Record 11
This record from the Open Molecules 2025 dataset describes C3H3NO3S in the gas phase. The level of theory is ωB97M-V with the def2-TZVPD basis set.

Output
E: -794.73834 hartree
Energy relative to the best compared isomer or geometry (same formula, charge and spin): 188.7 kJ/mol
Orbital gap: 8.7 eV

The geometry in ORCA input format:
```
! RIJCOSX wB97M-V def2-TZVPD def2/J DEFGRID3
* xyz 0 1
O 3.28 0.27 -0.52
C 2.23 -0.37 -0.44
N 1.39 -0.36 0.62
S -0.25 -0.98 0.55
C -1.13 0.57 0.21
O -0.70 1.72 0.32
C -2.47 0.23 -0.29
O -2.81 -0.91 -0.59
H 1.98 -1.14 -1.12
H 1.70 -0.07 1.54
H -3.21 1.04 -0.27
*
```

***

Record 12
This record from the Open Molecules 2025 dataset describes C3H3NO3S in the gas phase. The level of theory is ωB97M-V with the def2-TZVPD basis set.

Output
E: -794.60251 hartree
Energy relative to the best compared isomer or geometry (same formula, charge and spin): 545.4 kJ/mol
Orbital gap: 9.3 eV

The geometry in ORCA input format:
```
! RIJCOSX wB97M-V def2-TZVPD def2/J DEFGRID3
* xyz 0 1
C 0.12 -1.03 0.37
S 0.93 0.42 0.04
O 1.96 0.52 -0.91
O 0.55 1.63 1.05
C -0.29 1.68 -0.19
N -1.63 1.40 -0.19
C -2.30 0.40 -0.24
O -3.21 -0.26 -0.43
H 0.03 -1.22 1.33
H 0.53 -1.86 -0.15
H -0.11 2.49 -0.79
*
```

***

Record 13
This record from the Open Molecules 2025 dataset describes C3H3NO4 in the gas phase. The level of theory is ωB97M-V with the def2-TZVPD basis set.

Output
E: -471.58409 hartree
Energy relative to the best compared isomer or geometry (same formula, charge and spin): 759.0 kJ/mol
Orbital gap (alpha / beta): 8.0 / 7.6 eV

The geometry in ORCA input format:
```
! RIJCOSX wB97M-V def2-TZVPD def2/J DEFGRID3
* xyz 0 1
C 0.73 1.27 0.04
C 0.06 1.01 1.31
C -0.43 -0.43 -1.09
N -0.20 -1.59 -0.34
O -0.92 -2.55 -0.54
O 0.77 -1.61 0.42
O 0.20 0.70 -1.06
O -0.73 0.11 1.46
H 1.18 2.07 -0.31
H 0.40 1.75 1.95
H -1.05 -0.73 -1.85
*
```

***

Record 14
This record from the Open Molecules 2025 dataset describes a 2-piece molecular cluster, C3H3NOS overall. The level of theory is ωB97M-V with the def2-TZVPD basis set.

Output
E: -644.13984 hartree
Energy relative to the best compared isomer or geometry (same formula, charge and spin): 386.2 kJ/mol
Orbital gap (alpha / beta): 7.0 / 7.0 eV

The geometry in ORCA input format:
```
! RIJCOSX wB97M-V def2-TZVPD def2/J DEFGRID3
* xyz 0 1
N -0.73 -0.37 1.69
C -0.26 0.60 1.12
C 0.15 1.55 0.32
O 0.59 2.55 -0.08
H -0.95 -1.24 1.13
C 0.39 -0.65 -0.99
S -0.86 -1.70 -0.85
H 0.31 0.15 -1.72
H 1.37 -0.89 -0.63
*
```

***

Record 15
This record from the Open Molecules 2025 dataset describes C3H3NOS in the gas phase. The level of theory is ωB97M-V with the def2-TZVPD basis set.

Output
E: -644.04011 hartree
Energy relative to the best compared isomer or geometry (same formula, charge and spin): 648.0 kJ/mol
Orbital gap (alpha / beta): 6.6 / 6.6 eV

The geometry in ORCA input format:
```
! RIJCOSX wB97M-V def2-TZVPD def2/J DEFGRID3
* xyz 0 1
C 1.34 -0.41 0.61
C 1.31 0.63 -0.20
C -1.55 0.08 -0.55
N -1.66 -0.88 0.23
O -0.92 -1.48 1.00
S -0.20 1.26 -0.92
H 2.14 -0.82 1.18
H 2.11 1.26 -0.32
H -2.57 0.35 -1.05
*
```

***

Record 16
This record from the Open Molecules 2025 dataset describes C3H3NOS in the gas phase. The level of theory is ωB97M-V with the def2-TZVPD basis set.

Output
E: -644.23978 hartree
Energy relative to the best compared isomer or geometry (same formula, charge and spin): 123.8 kJ/mol
Orbital gap: 9.4 eV

The geometry in ORCA input format:
```
! RIJCOSX wB97M-V def2-TZVPD def2/J DEFGRID3
* xyz 0 1
N -1.98 1.58 -0.64
C -1.39 0.64 -0.29
C -0.64 -0.53 0.11
O -1.01 -1.41 0.82
C 0.89 -0.46 -0.42
S 1.53 0.90 0.75
H 1.47 -1.37 -0.45
H 0.70 -0.09 -1.41
H 0.44 0.75 1.53
*
```

***

Record 17
This record from the Open Molecules 2025 dataset describes C3H3NOS in the gas phase. The level of theory is ωB97M-V with the def2-TZVPD basis set.

Output
E: -644.27025 hartree
Energy relative to the best compared isomer or geometry (same formula, charge and spin): 43.8 kJ/mol
Orbital gap: 9.6 eV

The geometry in ORCA input format:
```
! RIJCOSX wB97M-V def2-TZVPD def2/J DEFGRID3
* xyz 0 1
S -2.41 0.11 -0.03
C -0.65 0.19 -0.02
C 0.30 1.19 0.01
O 1.53 0.59 -0.02
C 1.28 -0.71 -0.05
N 0.07 -1.01 0.00
H -2.38 -1.25 0.08
H 0.16 2.26 -0.01
H 2.12 -1.38 0.03
*
```

***

Record 18
This record from the Open Molecules 2025 dataset describes C3H3NOS in the gas phase. The level of theory is ωB97M-V with the def2-TZVPD basis set.

Output
E: -644.21225 hartree
Energy relative to the best compared isomer or geometry (same formula, charge and spin): 196.1 kJ/mol
Orbital gap: 8.8 eV

The geometry in ORCA input format:
```
! RIJCOSX wB97M-V def2-TZVPD def2/J DEFGRID3
* xyz 0 1
S 2.19 -0.35 -0.25
C 0.60 -0.05 0.17
C -0.31 0.92 -0.08
N -1.60 0.37 -0.26
C -1.41 -0.85 -0.14
O -0.09 -1.22 0.11
H 2.67 0.93 0.63
H 0.16 1.92 0.07
H -2.21 -1.67 -0.26
*
```

***

Record 19
This record from the Open Molecules 2025 dataset describes C3H3NOS in the gas phase. The level of theory is ωB97M-V with the def2-TZVPD basis set.

Output
E: -644.18609 hartree
Energy relative to the best compared isomer or geometry (same formula, charge and spin): 264.8 kJ/mol
Orbital gap: 9.4 eV

The geometry in ORCA input format:
```
! RIJCOSX wB97M-V def2-TZVPD def2/J DEFGRID3
* xyz 0 1
S 1.70 -1.89 -0.26
C 0.63 -0.36 -0.05
C -0.46 0.31 -0.63
C -0.82 1.10 0.45
N -0.14 0.98 1.59
O 0.95 0.14 1.28
H 0.62 -2.47 -1.20
H -0.76 0.40 -1.64
H -1.71 1.79 0.46
*
```

***

Record 20
This record from the Open Molecules 2025 dataset describes C3H3NOS in the gas phase. The level of theory is ωB97M-V with the def2-TZVPD basis set.

Output
E: -644.27132 hartree
Energy relative to the best compared isomer or geometry (same formula, charge and spin): 41.0 kJ/mol
Orbital gap: 9.3 eV

The geometry in ORCA input format:
```
! RIJCOSX wB97M-V def2-TZVPD def2/J DEFGRID3
* xyz 0 1
S 0.75 -0.48 -2.21
C 0.28 -0.05 -0.57
C -0.89 0.03 0.06
N -0.71 0.31 1.37
C 0.56 0.46 1.50
O 1.24 0.23 0.35
H -0.44 -1.01 -2.58
H -1.86 -0.11 -0.38
H 1.06 0.62 2.46
*
```